Formula: C42H30AsF15GeN6RhSSi2
Source: the Open Molecules 2025 dataset
Level of theory: wB97M-V/def2-TZVPD

```
99
Properties=species:S:1:pos:R:3:mulliken_charge:R:1
Rh 0.07 0.19 0.75 -0.5810
C -3.79 2.02 1.46 -0.8611
C -2.42 1.82 1.47 -0.6299
N -1.90 0.71 0.95 0.8280
C -2.74 -0.19 0.38 0.1222
C -4.10 0.05 0.38 0.1035
N -4.63 1.14 0.93 -0.6229
C -2.09 -1.37 -0.23 -0.4241
C -2.70 -2.43 -0.88 -0.2395
C -1.93 -3.47 -1.40 1.5142
C -0.54 -3.38 -1.27 -0.7450
C 0.03 -2.30 -0.63 -0.4857
N -0.76 -1.35 -0.12 -0.1493
C 1.47 -2.00 -0.46 0.2302
C 2.49 -2.80 -0.92 -0.1177
N 3.77 -2.46 -0.79 -0.5896
C 4.04 -1.30 -0.21 -0.8770
C 3.03 -0.47 0.26 -0.2802
N 1.76 -0.82 0.14 0.9669
C -2.56 -4.64 -2.07 0.9139
C -1.81 -5.72 -2.51 -0.5648
C -2.45 -6.79 -3.12 -0.4385
N -3.77 -6.84 -3.32 -0.5831
C -4.49 -5.81 -2.90 -0.4398
C -3.94 -4.70 -2.28 -0.5550
H -4.22 2.92 1.89 0.4773
H -1.72 2.53 1.88 0.6265
H -4.79 -0.65 -0.07 0.5107
H -3.78 -2.45 -0.96 0.3060
H 0.10 -4.14 -1.68 0.3246
H 2.29 -3.75 -1.40 0.4648
H 5.07 -1.01 -0.11 0.4615
H 3.22 0.49 0.73 0.4018
H -0.74 -5.78 -2.39 0.2865
H -1.88 -7.64 -3.47 0.3850
H -5.55 -5.87 -3.07 0.3812
H -4.61 -3.91 -1.97 0.3239
C -1.16 -3.20 4.98 -1.1296
Si -1.87 -1.98 3.75 0.3554
C -2.89 -0.65 4.58 -0.9977
C -3.01 -2.94 2.61 -0.9728
As 0.19 -1.32 2.70 0.2414
Si 0.94 0.31 4.28 0.1702
C -0.22 1.78 4.29 0.5497
C 0.99 -0.45 5.99 -1.1232
C 2.68 0.76 3.77 -0.3493
H -1.99 -3.62 5.56 0.3504
H -0.46 -2.75 5.68 0.2978
H -0.66 -4.03 4.47 0.3149
H -3.77 -1.11 5.05 0.4708
H -3.26 0.08 3.86 0.2172
H -2.34 -0.11 5.35 0.3224
H -3.77 -3.44 3.21 0.4805
H -2.47 -3.70 2.05 0.2498
H -3.53 -2.28 1.91 0.2014
H -0.20 2.31 5.24 0.5592
H -1.24 1.46 4.10 -0.0200
H 0.07 2.47 3.49 -1.1034
H 0.00 -0.58 6.42 0.3414
H 1.54 0.24 6.64 0.3647
H 1.51 -1.41 6.02 0.3341
H 2.68 1.45 2.93 -0.4294
H 3.24 -0.14 3.48 0.3786
H 3.22 1.22 4.60 0.4418
F 3.58 6.61 1.66 -0.3335
C 4.33 5.63 1.13 0.5531
C 3.73 4.42 0.82 -0.1397
C 4.57 3.44 0.30 -0.1051
F 4.10 2.23 -0.04 -0.1557
C 5.92 3.65 0.11 0.0326
F 6.69 2.68 -0.39 -0.2955
C 6.48 4.88 0.44 0.7593
F 7.78 5.08 0.26 -0.2903
C 5.68 5.88 0.96 0.0867
F 6.20 7.05 1.28 -0.2823
Ge 1.80 4.28 1.16 0.1408
S 0.96 2.35 0.60 -0.3414
C 1.47 4.65 3.06 -0.0999
C 2.44 4.51 4.04 0.4239
F 3.67 4.08 3.72 -0.4017
C 2.19 4.77 5.37 0.4220
F 3.14 4.61 6.29 -0.3332
C 0.93 5.20 5.75 0.6012
F 0.67 5.45 7.03 -0.3115
C -0.07 5.35 4.81 0.2832
F -1.29 5.72 5.18 -0.3245
C 0.22 5.07 3.49 0.5425
F -0.79 5.14 2.60 -0.5293
C 0.99 5.68 0.03 0.0269
C 0.85 5.46 -1.33 0.6394
F 1.27 4.31 -1.87 -0.2723
C 0.30 6.40 -2.18 -0.0371
F 0.17 6.14 -3.48 -0.2857
C -0.11 7.62 -1.67 0.7025
F -0.64 8.53 -2.47 -0.2860
C 0.04 7.88 -0.32 0.1449
F -0.34 9.06 0.17 -0.2824
C 0.60 6.92 0.50 0.1287
F 0.73 7.24 1.80 -0.3413
```

Computed properties:
Net charge: +1
F_max in hartree/bohr: 0.004
LUMO level (spin up / spin down) in eV: -4.6 / -4.6
Orbital gap (spin up / spin down) in eV: 6.285 / 6.284
E in Ha: -8845.29156